The following is a quantum chemistry calculation of a 12-piece molecular cluster, C66H86N2O26 overall at a distorted geometry, from the Open Molecules 2025 dataset.

Results
E_tot = -126041.2333 eV
charge = 0
F_max = 0.0910 Eh/bohr
multiplicity = 1
structure (SMILES) = Oc1ccc(O)cc1.Oc1ccc(O)cc1.Oc1ccc(O)cc1.Oc1ccc(O)cc1.Oc1ccc(O)cc1.Oc1ccc(O)cc1.Oc1ccc(O)cc1.Oc1ccc(O)cc1.COCCNCCOC.COCCNCCOC.O=C1OCCO1.O=C1OCCO1
Kohn-Sham gap = 0.2943 Ha

Cartesian coordinates (Å):
O1 -1.21 -7.55 2.56
C1 -2.38 -7.82 3.20
C2 -2.36 -8.09 4.55
C3 -3.62 -8.38 5.13
C4 -4.77 -8.42 4.40
O2 -5.93 -8.95 4.99
C5 -4.78 -8.10 3.06
C6 -3.56 -7.74 2.50
H1 -1.29 -6.94 1.82
H2 -1.47 -7.92 5.13
H3 -3.66 -8.57 6.19
H4 -5.79 -9.16 5.91
H5 -5.74 -8.05 2.56
H6 -3.46 -7.41 1.47
O3 -5.30 7.08 7.45
C7 -3.97 6.79 7.67
C8 -2.99 7.81 7.78
C9 -1.70 7.36 7.95
C10 -1.42 6.02 8.08
O4 -0.09 5.73 8.40
C11 -2.39 5.05 8.07
C12 -3.72 5.42 7.84
H7 -5.57 7.65 6.72
H8 -3.22 8.86 7.89
H9 -0.88 8.05 8.03
H10 -0.13 4.93 8.94
H11 -2.17 4.01 8.26
H12 -4.53 4.70 7.78
O5 4.13 -4.81 -10.05
C13 4.91 -5.75 -9.37
C14 6.31 -5.71 -9.61
C15 7.06 -6.60 -8.98
C16 6.56 -7.54 -8.06
O6 7.39 -8.48 -7.48
C17 5.20 -7.54 -7.78
C18 4.35 -6.72 -8.51
H13 4.44 -3.90 -10.15
H14 6.68 -5.03 -10.36
H15 8.13 -6.44 -8.95
H16 6.94 -9.07 -6.87
H17 4.83 -8.10 -6.93
H18 3.29 -6.72 -8.26
O7 5.21 -6.33 2.80
C19 6.02 -7.25 3.40
C20 5.61 -7.87 4.58
C21 6.47 -8.78 5.25
C22 7.66 -9.11 4.60
O8 8.53 -10.09 5.07
C23 8.19 -8.34 3.51
C24 7.31 -7.39 3.00
H19 4.41 -6.36 3.32
H20 4.66 -7.63 5.02
H21 6.19 -9.28 6.16
H22 8.30 -10.63 5.82
H23 9.18 -8.39 3.08
H24 7.62 -6.71 2.22
O9 4.33 2.13 -3.05
C25 4.48 0.81 -2.81
C26 4.38 -0.06 -3.91
C27 4.58 -1.47 -3.61
C28 4.71 -1.95 -2.28
O10 4.83 -3.29 -2.14
C29 4.83 -1.03 -1.27
C30 4.74 0.31 -1.54
H25 3.68 2.18 -3.74
H26 4.12 0.23 -4.91
H27 4.62 -2.17 -4.44
H28 4.89 -3.57 -1.22
H29 5.03 -1.36 -0.26
H30 4.85 1.05 -0.76
O11 -8.60 6.89 -6.02
C31 -8.63 6.12 -4.89
C32 -7.98 6.48 -3.70
C33 -8.19 5.74 -2.60
C34 -8.91 4.58 -2.63
O12 -9.01 3.84 -1.45
C35 -9.61 4.15 -3.75
C36 -9.41 4.94 -4.86
H31 -9.31 6.64 -6.63
H32 -7.43 7.41 -3.77
H33 -7.56 6.08 -1.78
H34 -9.64 3.12 -1.39
H35 -10.21 3.27 -3.92
H36 -9.90 4.56 -5.75
O13 1.31 -11.91 -0.82
C37 2.46 -12.12 -1.56
C38 2.68 -13.32 -2.21
C39 3.88 -13.52 -2.91
C40 4.74 -12.49 -3.13
O14 5.86 -12.73 -3.96
C41 4.57 -11.28 -2.45
C42 3.42 -11.10 -1.66
H37 1.31 -11.09 -0.31
H38 2.00 -14.15 -2.13
H39 4.00 -14.54 -3.25
H40 5.93 -13.66 -4.17
H41 5.28 -10.51 -2.72
H42 3.30 -10.09 -1.31
O15 -6.90 -3.02 -3.34
C43 -6.15 -2.65 -4.40
C44 -5.90 -1.35 -4.53
C45 -5.08 -0.87 -5.51
C46 -4.41 -1.82 -6.29
O16 -3.52 -1.34 -7.15
C47 -4.57 -3.16 -6.12
C48 -5.44 -3.61 -5.13
H43 -7.09 -3.97 -3.35
H44 -6.44 -0.63 -3.94
H45 -4.82 0.18 -5.55
H46 -3.25 -2.07 -7.70
H47 -3.95 -3.87 -6.64
H48 -5.52 -4.67 -4.94
C49 3.49 10.59 0.54
O17 3.48 10.31 1.89
C50 3.77 8.96 2.22
C51 3.82 8.81 3.70
N1 5.20 9.12 4.28
C52 5.19 9.16 5.73
C53 6.57 9.25 6.36
O18 6.98 10.59 6.13
C54 8.38 10.82 6.01
H49 4.40 10.35 0.00
H50 3.40 11.67 0.52
H51 2.62 10.22 0.00
H52 4.62 8.45 1.75
H53 2.97 8.37 1.77
H54 3.47 7.83 4.01
H55 3.03 9.46 4.10
H56 5.46 10.04 3.97
H57 4.83 8.19 6.07
H58 4.36 9.79 6.05
H59 7.32 8.61 5.89
H60 6.37 9.00 7.40
H61 9.00 10.26 6.70
H62 8.58 11.85 6.30
H63 8.66 10.66 4.97
C55 -2.00 4.18 1.21
O19 -1.30 3.01 0.73
C56 -1.83 2.30 -0.44
C57 -1.00 1.10 -0.90
N2 -1.06 0.06 0.16
C58 -0.61 -1.35 0.02
C59 -0.90 -1.87 -1.40
O20 -0.64 -3.26 -1.19
C60 -0.46 -3.97 -2.40
H64 -1.97 5.06 0.56
H65 -1.64 4.35 2.22
H66 -3.04 3.97 1.45
H67 -1.88 2.98 -1.28
H68 -2.89 2.06 -0.35
H69 -0.08 1.39 -1.40
H70 -1.63 0.66 -1.68
H71 -0.87 0.52 1.04
H72 -1.16 -1.89 0.78
H73 0.48 -1.39 0.11
H74 -0.18 -1.44 -2.09
H75 -1.94 -1.70 -1.68
H76 0.00 -3.35 -3.17
H77 -1.38 -4.42 -2.78
H78 0.25 -4.79 -2.26
O21 -4.43 -1.05 5.40
C61 -4.89 -1.20 4.30
O22 -5.49 -0.28 3.59
C62 -5.97 -0.92 2.28
C63 -5.40 -2.40 2.37
O23 -4.86 -2.41 3.71
H79 -7.06 -0.91 2.33
H80 -5.66 -0.40 1.37
H81 -4.63 -2.77 1.70
H82 -6.32 -2.97 2.36
O24 -4.35 12.60 -0.37
C64 -4.57 13.68 -0.95
O25 -4.89 14.79 -0.27
C65 -4.97 15.92 -1.12
C66 -4.89 15.34 -2.51
O26 -4.75 13.94 -2.27
H83 -5.98 16.29 -0.95
H84 -4.20 16.68 -0.97
H85 -4.05 15.78 -3.04
H86 -5.73 15.67 -3.12

These are the Mulliken partial charges, in e, on atoms 1 to 8: -0.530, 0.645, -0.679, -0.421, 0.725, -0.529, -0.708, -0.416